#a
Entry from the Open Molecules 2025 dataset: 2 unconnected molecules or ions with the total composition C2H9NOS2 (ωB97M-V with the def2-TZVPD basis set).

Output
SMILES   CSS.NCO
Total charge   0
E_HOMO   -9.1 eV
HOMO-LUMO gap   9.4 eV

CARTESIAN COORDINATES (ANGSTROEM)
C  -1.03  0.50  2.36
S  -0.99  -1.09  1.38
S  0.90  -1.74  1.87
H  -0.48  1.27  1.81
H  -2.08  0.76  2.39
H  -0.50  0.34  3.29
H  1.59  -1.34  0.78
N  0.05  -0.48  -2.49
C  0.65  0.64  -1.78
O  -0.11  1.06  -0.69
H  -0.59  -1.00  -1.89
H  0.72  -1.14  -2.85
H  0.71  1.48  -2.47
H  1.70  0.41  -1.49
H  -0.55  0.32  -0.23



#b
Entry from the Open Molecules 2025 dataset: 2 unconnected molecules or ions with the total composition C2H9NOS2 (ωB97M-V with the def2-TZVPD basis set).

Output
SMILES   NCCSS.O
Total charge   0
E_HOMO   -8.9 eV
HOMO-LUMO gap   9.2 eV

CARTESIAN COORDINATES (ANGSTROEM)
N  0.78  0.95  -2.72
C  0.06  -0.41  -2.58
C  0.25  -1.06  -1.27
S  -0.68  -0.53  0.13
S  -0.11  -1.72  1.80
H  1.70  0.83  -2.31
H  0.33  1.65  -2.10
H  -1.01  -0.25  -2.92
H  0.43  -1.04  -3.48
H  0.44  -2.15  -1.35
H  1.41  -0.96  -1.00
H  1.15  -1.09  2.05
O  -1.32  1.83  5.04
H  -1.94  1.24  5.45
H  -1.51  2.72  5.24



Winner for stability: #a



#a
Entry from the Open Molecules 2025 dataset: a single C6H12FN molecule (ωB97M-V with the def2-TZVPD basis set).

Output
SMILES   C[C@@]1(N)C[C@@H]1CCF
Total charge   0
E_HOMO   -9.0 eV
HOMO-LUMO gap   10.0 eV

CARTESIAN COORDINATES (ANGSTROEM)
C  0.85  2.13  -0.20
C  -0.18  1.05  0.04
N  -0.61  1.03  1.42
C  -1.19  0.78  -1.02
C  -0.08  -0.21  -0.80
C  -0.38  -1.58  -0.20
C  0.83  -2.15  0.49
F  0.53  -3.40  1.01
H  1.78  1.96  0.40
H  1.16  2.12  -1.26
H  0.41  3.11  0.08
H  -1.45  0.47  1.55
H  0.10  0.66  2.00
H  -2.18  0.47  -0.69
H  -1.16  1.37  -1.92
H  0.72  -0.21  -1.54
H  -1.22  -1.51  0.52
H  -0.73  -2.28  -0.98
H  1.13  -1.53  1.30
H  1.68  -2.28  -0.20



#b
Entry from the Open Molecules 2025 dataset: a single C6H12FN molecule (ωB97M-V with the def2-TZVPD basis set).

Output
SMILES   CN[C@@H]1C[C@H](F)[C@H]1C
Total charge   0
E_HOMO   -8.9 eV
HOMO-LUMO gap   9.9 eV

CARTESIAN COORDINATES (ANGSTROEM)
C  2.31  -0.10  -0.64
N  1.24  -1.06  -0.27
C  0.07  -0.60  0.46
C  -1.17  -1.49  0.35
C  -2.02  -0.21  0.08
F  -2.99  -0.26  -1.00
C  -0.68  0.55  -0.24
C  -0.44  1.94  0.32
H  2.95  0.77  0.08
H  2.07  0.70  -1.66
H  3.10  -0.66  -0.98
H  1.47  -1.84  0.13
H  0.33  -0.61  1.62
H  -1.54  -2.01  1.31
H  -1.11  -2.21  -0.42
H  -2.42  0.17  0.96
H  -0.26  0.39  -1.29
H  0.60  2.07  0.14
H  -1.00  2.58  -0.38
H  -0.51  1.89  1.44



Winner for stability: #a



#a
Entry from the Open Molecules 2025 dataset: a single C6H12FN molecule (ωB97M-V with the def2-TZVPD basis set).

Output
SMILES   [H]/N=C(/C)CC(C)(C)F
Total charge   0
E_HOMO   -9.5 eV
HOMO-LUMO gap   10.4 eV

CARTESIAN COORDINATES (ANGSTROEM)
H  -1.87  1.96  0.42
N  -2.33  1.07  0.00
C  -1.64  0.04  0.14
C  -2.17  -1.30  -0.33
C  -0.39  -0.10  0.97
C  1.08  -0.20  -0.07
C  0.87  0.61  -1.31
C  2.28  0.41  0.68
F  1.24  -1.55  -0.23
H  -2.37  -1.33  -1.35
H  -1.34  -1.99  -0.31
H  -3.13  -1.51  0.34
H  -0.26  0.96  1.52
H  -0.31  -0.92  1.69
H  0.13  0.13  -1.86
H  1.80  0.73  -1.88
H  0.59  1.55  -0.87
H  2.35  0.00  1.72
H  3.05  0.00  0.15
H  2.43  1.44  0.57



#b
Entry from the Open Molecules 2025 dataset: a single C6H12FN molecule (ωB97M-V with the def2-TZVPD basis set).

Output
SMILES   C[C@H]1NC[C@@]1(C)CF
Total charge   0
E_HOMO   -9.0 eV
HOMO-LUMO gap   9.9 eV

CARTESIAN COORDINATES (ANGSTROEM)
C  0.17  2.06  0.45
C  -0.55  0.75  0.46
N  -1.70  0.59  -0.42
C  -1.39  -0.89  -0.65
C  0.07  -0.59  -0.02
C  0.48  -1.47  1.11
C  1.22  -0.35  -1.02
F  2.26  0.34  -0.37
H  -0.38  2.99  0.59
H  1.09  2.02  0.99
H  0.38  2.08  -0.68
H  -0.80  0.65  1.48
H  -1.47  0.99  -1.29
H  -1.93  -1.57  0.04
H  -1.43  -1.38  -1.67
H  0.33  -2.63  0.80
H  1.51  -1.23  1.58
H  -0.28  -1.32  1.90
H  0.89  0.28  -1.88
H  1.54  -1.32  -1.43



Winner for stability: #a



#a
Entry from the Open Molecules 2025 dataset: a gas-phase ion, C2H7N4O2 (charge +1) (ωB97M-V with the def2-TZVPD basis set).

Output
SMILES   C=[N+]([O-])ON/C=[NH+]\N
Total charge   +1
E_HOMO   -13.7 eV
HOMO-LUMO gap   9.6 eV

CARTESIAN COORDINATES (ANGSTROEM)
C  -2.45  0.80  -0.06
N  -1.48  0.01  0.16
O  -1.01  -0.46  1.20
O  -0.53  -0.49  -1.15
N  0.17  -1.45  -0.63
C  1.11  -1.11  0.33
N  1.78  0.02  0.46
N  1.50  1.25  -0.12
H  -3.11  1.37  0.59
H  -2.77  0.97  -1.14
H  -0.39  -2.33  -0.67
H  1.47  -1.83  0.95
H  2.45  0.20  1.17
H  2.41  1.68  -0.21
H  0.84  1.37  -0.88



#b
Entry from the Open Molecules 2025 dataset: a gas-phase ion, C2H7N4O2 (charge +1) (ωB97M-V with the def2-TZVPD basis set).

Output
SMILES   C=[N+]([O-])ON/C=[NH+]\N
Total charge   +1
E_HOMO   -13.9 eV
HOMO-LUMO gap   9.7 eV

CARTESIAN COORDINATES (ANGSTROEM)
C  1.22  1.27  -0.90
N  0.06  1.77  -0.72
O  -0.65  2.54  -1.17
O  -0.56  1.13  0.69
N  0.26  0.31  1.35
C  0.29  -0.98  1.13
N  -0.44  -1.57  0.18
N  -1.20  -1.03  -0.92
H  1.79  1.51  -1.82
H  1.90  0.61  -0.21
H  0.53  0.84  2.20
H  0.69  -1.66  1.86
H  -0.43  -2.57  0.36
H  -1.50  -1.76  -1.52
H  -1.95  -0.41  -0.50



Winner for stability: #a



#a
Entry from the Open Molecules 2025 dataset: a single C22H25N3O2 molecule (ωB97M-V with the def2-TZVPD basis set).

Output
SMILES   CCN(CC)c1cc(C)c2cc(NC(=O)c3ccccc3OC)ccc2n1
Total charge   0
E_HOMO   -7.4 eV
HOMO-LUMO gap   8.0 eV

CARTESIAN COORDINATES (ANGSTROEM)
C  -2.87  2.63  -4.45
C  -3.70  2.77  -3.17
N  -2.91  3.19  -2.03
C  -2.75  4.60  -1.77
C  -1.42  5.16  -2.29
C  -2.23  2.23  -1.34
C  -1.43  2.54  -0.20
C  -0.79  1.55  0.48
C  0.07  1.86  1.67
C  -0.93  0.21  0.03
C  -0.32  -0.89  0.65
C  -0.46  -2.16  0.14
N  0.18  -3.27  0.72
C  1.42  -3.35  1.27
O  1.82  -4.38  1.76
C  2.27  -2.12  1.15
C  2.67  -1.70  -0.11
C  3.47  -0.59  -0.26
C  3.88  0.13  0.86
C  3.49  -0.28  2.12
C  2.69  -1.41  2.28
O  2.24  -1.73  3.54
C  2.96  -2.77  4.18
C  -1.27  -2.37  -0.99
C  -1.90  -1.32  -1.60
C  -1.74  -0.01  -1.12
N  -2.36  0.99  -1.78
H  -2.45  3.58  -4.76
H  -3.50  2.25  -5.25
H  -2.07  1.92  -4.28
H  -4.14  1.80  -2.93
H  -4.50  3.50  -3.32
H  -3.58  5.12  -2.25
H  -2.83  4.78  -0.69
H  -1.37  5.09  -3.37
H  -1.34  6.21  -2.01
H  -0.58  4.62  -1.87
H  -1.33  3.56  0.13
H  1.09  1.52  1.50
H  0.08  2.93  1.86
H  -0.31  1.35  2.55
H  0.25  -0.74  1.55
H  -0.32  -4.15  0.67
H  2.34  -2.25  -0.98
H  3.78  -0.27  -1.25
H  4.50  1.00  0.74
H  3.79  0.27  3.00
H  4.01  -2.49  4.32
H  2.48  -2.90  5.15
H  2.90  -3.70  3.61
H  -1.39  -3.38  -1.37
H  -2.53  -1.47  -2.47



#b
Entry from the Open Molecules 2025 dataset: a single C22H25N3O2 molecule (ωB97M-V with the def2-TZVPD basis set).

Output
SMILES   CCCCOc1ccc(/C=C/C(=O)NCCc2nc3ccccc3[nH]2)cc1
Total charge   0
E_HOMO   -8.0 eV
HOMO-LUMO gap   8.0 eV

CARTESIAN COORDINATES (ANGSTROEM)
C  7.78  1.11  0.81
C  8.00  1.68  -0.58
C  6.87  2.59  -1.05
C  5.55  1.86  -1.31
O  4.91  1.60  -0.08
C  3.73  0.95  -0.06
C  3.05  0.49  -1.19
C  1.84  -0.17  -1.05
C  1.28  -0.40  0.20
C  0.03  -1.10  0.39
C  -0.78  -1.60  -0.55
C  -2.02  -2.29  -0.16
O  -2.37  -2.46  1.00
N  -2.76  -2.75  -1.20
C  -3.98  -3.51  -1.02
C  -5.24  -2.72  -1.38
C  -5.51  -1.53  -0.52
N  -6.37  -0.61  -0.83
C  -6.36  0.29  0.21
C  -7.09  1.46  0.41
C  -6.86  2.16  1.57
C  -5.93  1.73  2.52
C  -5.20  0.57  2.34
C  -5.43  -0.14  1.18
N  -4.91  -1.31  0.69
C  1.98  0.06  1.33
C  3.18  0.72  1.20
H  8.63  0.49  1.10
H  7.68  1.92  1.53
H  6.88  0.51  0.85
H  8.93  2.26  -0.59
H  8.12  0.86  -1.30
H  7.16  3.09  -1.97
H  6.68  3.36  -0.29
H  4.90  2.49  -1.94
H  5.75  0.92  -1.84
H  3.45  0.66  -2.18
H  1.34  -0.51  -1.94
H  -0.29  -1.23  1.42
H  -0.57  -1.53  -1.60
H  -2.48  -2.54  -2.14
H  -3.93  -4.40  -1.65
H  -4.01  -3.82  0.02
H  -5.19  -2.37  -2.42
H  -6.10  -3.39  -1.31
H  -7.81  1.79  -0.33
H  -7.41  3.08  1.75
H  -5.78  2.32  3.41
H  -4.48  0.24  3.07
H  -4.13  -1.83  1.09
H  1.57  -0.11  2.31
H  3.72  1.07  2.07



Winner for stability: #b



#a
Entry from the Open Molecules 2025 dataset: a molecular structure, C9H6N7O5S5W (ωB97M-V with the def2-TZVPD basis set).

Output
Total charge   -1
E_HOMO (alpha / beta)   -4.0 / -4.0 eV
HOMO-LUMO gap (alpha / beta)   5.9 / 5.9 eV

CARTESIAN COORDINATES (ANGSTROEM)
W  0.94  1.08  0.75
S  3.01  0.08  1.14
S  3.05  1.33  -0.56
S  3.29  0.40  -2.41
S  1.55  0.35  -3.44
N  -2.46  0.40  -1.73
C  -2.85  1.65  -1.28
C  -1.88  2.08  -0.43
N  -0.89  1.12  -0.37
C  -1.27  0.13  -1.16
C  -0.36  -0.96  -1.21
N  0.76  -0.80  -0.51
C  1.49  -1.95  -0.70
C  0.80  -2.80  -1.51
N  -0.37  -2.16  -1.83
H  -2.93  -0.17  -2.41
H  -3.76  2.11  -1.61
H  -1.80  3.01  0.11
H  2.46  -2.08  -0.25
H  1.05  -3.77  -1.90
H  -1.09  -2.51  -2.43
O  2.33  4.37  1.37
S  1.04  3.76  1.42
O  -0.06  4.59  1.85
O  0.68  3.05  0.10
O  1.08  2.43  2.26
O  -0.07  0.12  2.29
N  -0.84  -0.84  1.81
C  -0.67  -2.02  2.29
C  -1.47  -3.07  1.71
N  -2.11  -3.89  1.23
C  0.30  -2.37  3.29
N  1.06  -2.66  4.11



#b
Entry from the Open Molecules 2025 dataset: a molecular structure, C9H6N7O5S5W (ωB97M-V with the def2-TZVPD basis set).

Output
Total charge   -1
E_HOMO   -4.2 eV
HOMO-LUMO gap   5.8 eV

CARTESIAN COORDINATES (ANGSTROEM)
W  0.33  -0.46  1.39
S  -1.69  -0.75  2.55
S  -0.94  -2.59  1.94
S  -1.99  -3.59  0.40
S  -0.98  -3.50  -1.34
N  1.67  0.46  -2.58
C  2.93  0.57  -2.02
C  2.78  0.32  -0.70
N  1.46  0.08  -0.44
C  0.81  0.16  -1.58
C  -0.58  -0.07  -1.54
N  -1.09  -0.40  -0.37
C  -2.44  -0.51  -0.54
C  -2.74  -0.26  -1.83
N  -1.56  0.03  -2.46
H  1.44  0.56  -3.55
H  3.80  0.79  -2.61
H  3.51  0.27  0.10
H  -3.09  -0.78  0.27
H  -3.68  -0.26  -2.35
H  -1.45  0.27  -3.43
O  2.94  -2.74  3.18
S  2.60  -1.57  2.45
O  3.67  -0.64  2.19
O  1.86  -1.88  1.13
O  1.40  -0.78  3.09
O  0.63  1.43  1.96
N  -0.07  1.77  0.88
C  -1.22  2.44  1.10
C  -1.90  2.85  -0.07
N  -2.44  3.17  -1.05
C  -1.76  2.70  2.39
N  -2.19  2.92  3.44



Winner for stability: #a